ORCA calculation (ωB97M-V/def2-TZVPD) on 2 unconnected molecules or ions with the total composition C3H10NOS2.

The LUMO energy comes out at 3.3 eV. Its relative energy (zero: lowest compared OMol25 entry of this formula, charge and spin) is 160.9 kJ/mol. The total energy is -28481.4562 eV. As for the maximum force: 0.7 eV/A.

ORCA input file:
```
! wB97M-V def2-TZVPD RIJCOSX def2/J DEFGRID3
* xyz -1 1
H -0.3197 1.5756 2.5557
C -0.7219 1.0423 1.6967
S -0.3858 -0.7169 2.0578
H 1.1649 -2.0057 -1.3570
H 1.8176 -1.9910 0.2978
H 0.8275 2.9515 -2.2082
C 1.1346 -1.4984 -0.3896
O 0.9120 1.5587 -0.7076
N 0.1844 1.0719 -2.8922
S -0.5509 -1.6026 0.2229
H -0.7406 2.4495 -1.5241
H 0.0938 0.1775 -2.4217
C 0.2990 2.0761 -1.7682
H -1.8024 1.1614 1.6465
H -0.1940 1.2921 0.7583
H -0.6877 1.2130 -3.4000
H 1.4101 -0.4481 -0.5397
*
```

Results of the Löwdin charge analysis, in e, for atoms 1 through 2: number 1, H, carries 0.014; number 2, C, carries -0.463